Arrangement A

The following is a DFT calculation (the ωB97M-V functional and the def2-TZVPD basis) of a cluster of 2 separate species, C4H12N2S in total.

Each line ends with the Mulliken charge.
Positions of all 19 atoms, in Å:
N1 2.923 2.246 0.308  -0.5273
C1 1.745 1.424 0.351  -0.1266
C2 0.916 1.283 1.406  -0.4030
N2 -0.061 0.210 1.457  -0.4518
H1 3.035 2.692 -0.612  0.2557
H2 2.928 2.979 1.041  0.2392
H3 1.546 0.898 -0.565  0.3189
H4 1.012 1.952 2.281  0.2090
H5 -0.801 0.462 2.130  0.2632
H6 0.381 -0.657 1.803  0.2858
C3 -1.329 -2.432 -1.080  -0.8491
C4 -2.051 -1.130 -1.337  -0.4111
S1 -0.934 0.281 -1.458  -0.3805
H7 -0.711 -2.300 -0.178  0.2024
H8 -0.686 -2.725 -1.916  0.2644
H9 -2.045 -3.271 -0.898  0.2946
H10 -2.728 -0.912 -0.484  0.2695
H11 -2.639 -1.197 -2.261  0.3267
H12 -0.500 0.197 0.012  0.2200

Values from the calculation:
* 2S+1: 1

---

Arrangement B

The following is a DFT calculation (the ωB97M-V functional and the def2-TZVPD basis) of the molecule C4H12N2S.

Each line ends with the Mulliken charge.
Positions of all 19 atoms, in Å:
N1 -2.812 0.813 -0.886  -0.5904
C1 -2.025 0.215 0.369  -0.7237
C2 -0.787 -0.372 -0.182  -0.3444
N2 0.166 0.795 -0.396  -0.5096
C3 1.430 0.431 0.201  -0.7498
C4 2.049 -0.839 -0.157  -0.6479
S1 3.570 -1.171 0.861  -0.2466
H1 -3.778 0.579 -0.625  0.2327
H2 -2.756 1.864 -0.960  0.2257
H3 -2.020 0.877 1.198  0.3294
H4 -2.815 -0.562 0.607  0.3684
H5 -0.479 -1.048 0.646  0.3222
H6 -0.930 -0.875 -1.095  0.2885
H7 -0.136 1.579 0.264  0.2948
H8 2.046 1.330 0.164  0.4131
H9 1.202 0.288 1.204  0.4959
H10 2.128 -0.999 -1.212  0.4865
H11 1.444 -1.779 0.110  0.2265
H12 4.502 -1.126 -0.111  0.1289

Values from the calculation:
* 2S+1: 1

---

Tell me which of them is the least stable. Sure, it is arrangement B.

---

Arrangement A

The following is a DFT calculation (the ωB97M-V functional and the def2-TZVPD basis) of the molecule C4H12N2S.

Each line ends with the Mulliken charge.
Positions of all 19 atoms, in Å:
C1 0.109 -0.195 1.629  -1.3704
C2 0.262 -0.442 0.091  0.4380
C3 0.300 -1.960 -0.108  -1.0299
S1 1.826 -2.609 -0.810  -0.2448
N1 -0.917 0.084 -0.618  -0.5342
C4 -1.035 1.531 -0.533  -0.7970
N2 0.281 2.206 -0.408  -0.5951
H1 -0.460 -1.001 2.067  0.4487
H2 -0.484 0.700 1.786  0.3822
H3 1.150 -0.192 1.950  0.2465
H4 1.167 -0.022 -0.336  0.6140
H5 -0.591 -2.318 -0.643  0.4565
H6 0.177 -2.697 0.686  0.3140
H7 1.753 -2.250 -2.100  0.1063
H8 -0.831 -0.131 -1.603  0.2678
H9 -1.616 1.706 0.377  0.3773
H10 -1.619 1.988 -1.324  0.4271
H11 0.402 2.426 0.582  0.2097
H12 0.125 3.176 -0.686  0.2833

Values from the calculation:
* 2S+1: 1

---

Arrangement B

The following is a DFT calculation (the ωB97M-V functional and the def2-TZVPD basis) of the molecule C4H12N2S.

Each line ends with the Mulliken charge.
Positions of all 19 atoms, in Å:
C1 0.951 0.566 1.441  -1.2793
C2 0.403 -0.284 0.264  0.6421
C3 1.587 -0.921 -0.464  -1.2777
S1 2.866 -1.812 0.427  -0.2212
N1 -0.338 0.512 -0.654  -0.3109
C4 -1.669 0.976 -0.391  -0.6180
N2 -2.673 0.425 -1.340  -0.6474
H1 1.937 1.000 1.278  0.3310
H2 0.292 1.433 1.535  0.3904
H3 1.023 0.138 2.445  0.3466
H4 -0.215 -1.121 0.598  0.2136
H5 1.243 -1.493 -1.346  0.4999
H6 2.097 -0.166 -1.079  0.4216
H7 2.088 -2.721 1.010  0.1100
H8 0.007 0.772 -1.567  0.2230
H9 -1.859 0.705 0.652  0.3544
H10 -1.719 2.056 -0.526  0.3450
H11 -2.432 -0.558 -1.385  0.2423
H12 -3.589 0.492 -0.898  0.2346

Values from the calculation:
* 2S+1: 1

---

Arrangement C

The following is a DFT calculation (the ωB97M-V functional and the def2-TZVPD basis) of a cluster of 2 separate species, C4H12N2S in total.

Each line ends with the Mulliken charge.
Positions of all 19 atoms, in Å:
C1 -0.480 -0.320 0.807  -0.4940
N1 -1.166 -0.337 -0.485  -0.3459
C2 -1.812 0.929 -0.853  -0.5112
N2 -0.839 1.880 -1.350  -0.6011
C3 0.736 -1.223 0.857  -0.7519
C4 1.801 -0.994 -0.211  -0.7392
S1 2.365 0.750 -0.207  -0.2510
H1 -0.259 0.666 1.221  0.3693
H2 -1.216 -0.639 1.584  0.3916
H3 -1.912 -1.039 -0.493  0.2529
H4 -2.464 1.385 -0.060  0.3027
H5 -2.435 0.661 -1.708  0.2995
H6 -0.691 2.682 -0.739  0.2918
H7 0.085 1.458 -1.291  0.2249
H8 1.141 -1.130 1.861  0.3480
H9 0.447 -2.298 0.759  0.3185
H10 2.662 -1.649 -0.057  0.3588
H11 1.412 -1.201 -1.220  0.3958
H12 2.625 0.419 1.586  0.1404

Values from the calculation:
* 2S+1: 1

---

Arrangement D

The following is a DFT calculation (the ωB97M-V functional and the def2-TZVPD basis) of the molecule C4H12N2S.

Each line ends with the Mulliken charge.
Positions of all 19 atoms, in Å:
C1 3.321 0.051 0.566  -1.0354
C2 2.249 -0.173 -0.419  -0.3593
S1 0.670 0.422 0.433  -0.2009
C3 -0.946 0.660 -0.809  -0.6943
N1 -2.082 -0.064 -0.387  0.1115
C4 -2.882 0.535 0.753  -0.8161
N2 -1.868 -1.492 -0.213  -0.5645
H1 4.381 -0.327 0.173  0.2812
H2 3.432 1.232 0.757  0.2462
H3 3.224 -0.410 1.562  0.3089
H4 2.197 -1.137 -0.750  0.4049
H5 2.372 0.558 -1.244  0.2504
H6 -1.118 1.767 -0.670  0.2553
H7 -0.437 0.431 -1.669  0.4332
H8 -2.721 0.062 1.661  0.2954
H9 -2.684 1.551 0.745  0.3616
H10 -3.981 0.224 0.458  0.2596
H11 -0.974 -1.802 0.144  0.2364
H12 -2.153 -2.087 -1.092  0.2258

Values from the calculation:
* 2S+1: 1

---

Tell me which of them is the least stable. Sure, it is arrangement D.